{"formula": "CH6NO", "method": "the ωB97M-V functional and the def2-TZVPD basis", "elements": ["O", "H", "H", "H", "C", "N", "H", "H", "H"], "positions_angstrom": [[-1.341, 0.566, -1.365], [-0.284, -0.351, -0.145], [-1.939, -0.154, -1.605], [-1.508, 1.244, -2.029], [1.414, -0.293, 0.903], [0.158, -0.310, 0.781], [2.040, -0.526, 0.048], [1.907, -0.015, 1.826], [-0.448, -0.162, 1.586]], "e_tot_ha": -171.4175, "homo_ha": -0.6076, "homo_lumo_gap_ev": 11.1, "relative_energy_ev": 0.257, "total_charge": 1}